Entry from OMol25: a structure of composition C4H10N3P in a non-equilibrium geometry (ωB97M-V/def2-TZVPD).

Each line ends with the Mulliken charge.
Geometry (Å):
1 C -0.962 0.674 -0.157  0.32
2 C 0.049 -0.572 -0.036  0.06
3 C -2.024 0.770 0.976  -1.11
4 C -0.342 -1.622 -1.094  -1.34
5 N -0.005 1.789 -0.207  -0.53
6 N 1.172 1.392 -0.158  -0.27
7 N 1.307 0.089 -0.263  -0.10
8 P 3.231 -0.335 0.798  0.06
9 H -1.409 0.631 -1.272  0.31
10 H 0.047 -0.898 1.052  0.39
11 H -2.993 0.965 0.503  0.25
12 H -1.793 1.695 1.589  0.32
13 H -1.805 -0.164 1.430  0.36
14 H 0.238 -2.531 -1.076  0.37
15 H -0.260 -1.115 -2.029  0.39
16 H -1.404 -1.815 -0.903  0.30
17 H 3.027 1.038 1.182  0.13
18 H 3.928 0.009 -0.337  0.10

Properties
HOMO energy   -8.56 eV
F_max   4.203 eV/A
Total charge   0
ΔE to the lowest compared entry with this formula, charge and spin   26.9 kcal/mol
Orbital gap   8.00 eV
Calculated total energy   -663.88343 a.u.
Multiplicity   1
LUMO   -0.56 eV